Entry 1:
C21H34CdN3O3P | ωB97M-V/def2-TZVPD

Values from the calculation:
Frontier orbital gap   8.083 eV
HOMO level   -7.55 eV
Maximum force   0.032 Eh/bohr

Atoms and positions in Å:
C: -2.93 -3.38 1.78
C: -2.54 -3.44 0.44
C: -1.91 -2.34 -0.18
C: -1.71 -1.19 0.57
C: -2.20 -1.07 1.87
C: -2.77 -2.20 2.50
C: -1.42 -2.50 -1.61
C: -1.47 -1.31 -2.60
N: -2.75 -0.86 -3.01
Cd: -0.25 0.17 -0.21
C: -2.12 0.25 2.59
P: -1.92 1.56 1.31
H: -2.68 -4.35 -0.14
H: -3.10 -2.12 3.53
H: -3.34 -4.26 2.26
H: -1.24 0.29 3.25
H: -3.05 0.45 3.16
H: -0.35 -2.80 -1.58
H: -1.98 -3.33 -2.07
H: -0.84 -0.46 -2.25
C: -1.51 3.04 2.27
C: -3.67 1.80 0.83
H: -0.97 -1.65 -3.53
C: -3.90 -0.81 -2.17
C: -2.81 -0.09 -4.23
H: 0.75 2.08 -1.06
H: -4.78 -0.75 -2.84
H: -3.98 -1.71 -1.54
H: -3.93 0.09 -1.52
H: -3.82 -0.19 -4.64
H: -2.60 0.98 -4.09
H: -2.08 -0.50 -4.94
H: -4.23 2.15 1.70
H: -3.67 2.55 0.02
H: -4.11 0.87 0.45
H: -2.18 3.14 3.13
H: -0.46 2.98 2.60
H: -1.62 3.90 1.59
H: 0.17 1.81 -1.50
C: 4.86 2.02 -1.30
C: 3.81 0.95 -1.14
C: 3.48 0.57 0.31
C: 4.70 -0.01 1.05
C: 5.41 -1.17 0.35
C: 2.89 1.73 1.12
O: 2.64 2.85 0.68
N: 2.56 1.33 2.42
C: 1.63 0.26 2.51
O: 0.91 0.11 3.49
N: 1.46 -0.48 1.34
C: 2.29 -0.40 0.29
O: 1.95 -0.98 -0.79
H: 4.56 2.94 -0.78
H: 4.94 2.25 -2.37
H: 5.85 1.71 -0.93
H: 2.89 1.29 -1.63
H: 4.13 0.02 -1.63
H: 5.43 0.81 1.17
H: 4.36 -0.31 2.06
H: 5.76 -0.89 -0.66
H: 6.30 -1.41 0.96
H: 4.79 -2.07 0.28
H: 2.34 2.10 3.06


Entry 2:
C4H7NO | ωB97M-V/def2-TZVPD

Values from the calculation:
Relative energy (zero: lowest compared OMol25 entry of this formula, charge and spin)   1.114 eV
Frontier orbital gap   10.593 eV
HOMO level   -9.59 eV
Maximum force   0.011 Eh/bohr

Atoms and positions in Å:
C: -0.37 1.21 -0.96
C: -0.67 0.12 0.09
C: -0.01 -1.23 -0.23
N: 1.25 -1.19 0.53
C: 1.08 -0.31 1.42
O: -0.05 0.45 1.40
H: -0.16 2.15 -0.45
H: -1.22 1.37 -1.62
H: 0.49 0.95 -1.59
H: -1.73 0.08 0.33
H: -0.60 -2.08 0.14
H: 0.19 -1.40 -1.29
H: 1.79 -0.13 2.23